[1]
45
Properties=species:S:1:pos:R:3 method="wB97M-V/def2-TZVPD" de_lowest_kcal_mol=2.3 homo_ev=-4.531 total_charge=-1 e_lumo_ev=2.78 orbital_gap_ev=7.31
S -0.81 -1.39 -0.15
F -0.30 -3.98 -0.96
F 1.55 -2.86 -0.91
F 0.44 -3.20 0.97
O -2.48 -2.63 -1.91
O 1.23 -0.37 2.74
O -3.47 -0.65 -1.34
O 3.19 -0.33 -1.38
N -0.41 -1.58 -2.84
N 1.99 -0.74 0.57
C -1.04 -0.82 -1.79
C 3.75 -2.04 -5.24
C 2.60 -1.29 -5.00
C -3.44 -4.63 -1.30
C 2.82 -3.92 -4.03
C -2.49 -1.31 -1.65
C 3.09 -0.45 -0.16
C -3.73 -3.18 -1.48
C 3.59 -0.13 2.18
C 0.32 -2.93 -0.37
C 0.43 -1.09 -3.67
C 1.66 -3.18 -3.80
C 4.25 -0.25 0.83
C 1.55 -1.86 -4.24
C -0.99 0.67 -1.94
C 3.88 -3.34 -4.74
C 2.12 -0.43 1.89
H -1.45 0.93 -2.91
H -2.76 -4.75 -0.45
H -4.33 -5.22 -1.11
H 0.87 -3.56 -3.16
H 3.70 0.88 2.60
H 4.82 -3.89 -4.88
H 2.52 -0.25 -5.31
H -2.93 -5.01 -2.19
H 4.85 -1.16 0.83
H 3.98 -0.87 2.88
H 0.42 -0.01 -3.92
H -1.55 1.11 -1.10
H 4.86 0.61 0.57
H 0.04 1.07 -1.89
H -4.05 -2.69 -0.54
H -4.42 -2.94 -2.30
H 2.89 -4.93 -3.62
H 4.57 -1.59 -5.80



[2]
12
Properties=species:S:1:pos:R:3 method="wB97M-V/def2-TZVPD" de_lowest_kcal_mol=67.0 homo_ev=-10.141 e_lumo_ev=0.52 orbital_gap_ev=10.66
O -2.01 -1.09 1.57
N 0.06 -0.69 -1.63
C -0.53 0.42 0.53
C 0.93 -1.05 -2.34
C -0.98 -0.92 0.96
C 0.97 0.61 0.37
C 0.06 0.49 -0.82
H -1.17 1.25 0.79
H -0.04 1.37 -1.44
H -0.32 -1.78 0.72
H 1.64 -0.21 0.66
H 1.36 1.59 0.63



[3]
22
Properties=species:S:1:pos:R:3 method="wB97M-V/def2-TZVPD" de_lowest_kcal_mol=41.4 homo_ev=-9.080 smiles="C=CCC(=C)CC.O" e_lumo_ev=0.80 orbital_gap_ev=9.88
O -3.03 -0.50 -1.22
C -0.11 1.34 1.19
C 1.96 -0.15 -1.58
C 0.20 -1.25 -0.19
C -1.26 2.00 1.13
C 0.67 -1.93 1.12
C 0.90 1.26 0.09
C 1.09 -0.10 -0.59
H 1.88 1.63 0.39
H -2.83 0.42 -0.97
H 2.44 0.74 -1.98
H 1.64 -2.43 1.01
H 2.23 -1.03 -2.15
H -3.12 -0.49 -2.19
H -1.40 2.75 0.37
H -0.78 -0.82 -0.02
H -0.11 -2.64 1.39
H 0.89 -1.24 1.94
H 0.14 -2.02 -0.95
H 0.09 0.70 2.05
H -2.06 1.80 1.83
H 0.58 1.97 -0.67



[4]
18
Properties=species:S:1:pos:R:3 method="wB97M-V/def2-TZVPD" de_lowest_kcal_mol=247.2 homo_ev=-9.397 e_lumo_ev=0.42 orbital_gap_ev=9.82
O 1.70 0.12 -0.12
N -1.97 0.05 1.31
N -0.02 -1.36 -1.31
N -1.90 -0.43 -0.10
N 0.31 0.59 0.03
C 2.07 -0.57 1.08
C -0.61 -0.48 -0.67
C 0.05 1.74 -0.68
H 2.62 0.58 1.76
H -2.47 -1.43 0.07
H 0.31 2.79 -0.10
H 0.65 1.79 -1.68
H -0.86 -0.01 1.49
H 1.05 -1.16 1.97
H 2.87 -1.60 0.51
H -0.91 1.93 -0.88
H 1.00 -0.96 -1.39
H -1.86 1.05 1.43



[5]
9
Properties=species:S:1:pos:R:3 method="wB97M-V/def2-TZVPD" de_lowest_kcal_mol=75.1 homo_ev="-8.247 / -8.248" e_lumo_ev="-0.34 / -0.34" orbital_gap_ev="7.90 / 7.90"
S 1.99 -1.17 0.34
O 1.66 1.41 -0.04
O -0.73 1.21 0.56
N 1.43 0.20 -0.06
N -0.96 -0.99 -0.16
N -0.42 0.20 -0.37
H -1.22 -1.45 0.76
H -1.08 -1.42 -1.06
H -0.66 2.01 0.02



[6]
10
Properties=species:S:1:pos:R:3 method="wB97M-V/def2-TZVPD" de_lowest_kcal_mol=69.8 homo_ev=-8.464 e_lumo_ev=1.11 orbital_gap_ev=9.58
O -0.03 0.12 0.62
C -0.29 -1.03 1.41
C 0.30 1.05 -1.38
C -0.58 0.13 -0.58
H 0.68 0.37 -2.16
H 1.14 1.44 -0.80
H -0.85 -0.77 2.32
H -0.83 -1.76 0.80
H 0.70 -1.39 1.68
H -0.24 1.84 -1.90



[7]
59
Properties=species:S:1:pos:R:3 method="wB97M-V/def2-TZVPD" de_lowest_kcal_mol=0.0 homo_ev=-7.300 e_lumo_ev=-1.49 orbital_gap_ev=5.81
Ir 0.27 0.51 1.72
Se -2.17 2.39 3.96
Se 0.50 4.55 2.51
Se -0.55 4.20 4.48
Se -1.64 1.96 1.81
Si -0.36 -0.88 -1.41
O -0.26 -0.53 0.16
O -0.67 -1.04 5.38
O -0.53 -0.76 3.21
O 3.15 3.38 1.44
O 1.52 1.97 0.88
N 1.08 1.28 3.35
C -3.07 1.37 -3.69
C 1.38 -1.03 -2.19
C -2.33 -4.40 -0.45
C -1.66 -3.18 -0.40
C 0.77 0.72 4.53
C -1.58 -3.12 -2.79
C 2.34 2.17 5.56
C -0.20 -0.38 4.34
C -2.26 -4.33 -2.85
C -1.71 2.90 -2.44
C 2.10 2.65 1.78
C -2.37 0.30 -3.14
C 1.96 2.27 3.21
C 1.40 1.14 5.68
C 2.09 0.34 -2.16
C 2.19 -2.02 -1.35
C -1.27 -2.52 -1.57
C 2.65 2.73 4.34
C -1.33 0.51 -2.24
C -2.74 2.67 -3.34
C 1.32 -1.51 -3.63
C -2.63 -4.97 -1.68
C -1.02 1.83 -1.90
H 0.96 -2.54 -3.70
H -2.62 -4.89 0.46
H 1.72 -3.01 -1.33
H -3.15 -5.92 -1.72
H 1.58 1.06 -2.81
H -3.29 3.50 -3.76
H -0.43 -0.62 6.21
H 2.31 -1.68 -0.32
H 3.37 3.53 4.24
H -2.49 -4.77 -3.81
H -0.22 2.03 -1.19
H -2.66 -0.71 -3.41
H -1.43 -2.73 0.56
H 1.18 0.70 6.64
H 2.32 -1.49 -4.08
H 3.19 3.44 0.48
H -1.31 -2.63 -3.72
H 0.67 -0.88 -4.25
H 3.20 -2.14 -1.78
H -3.89 1.18 -4.38
H -1.46 3.91 -2.15
H 3.12 0.23 -2.52
H 2.12 0.75 -1.15
H 2.84 2.53 6.45